125
Properties=species:S:1:pos:R:3 method="wB97M-V/def2-TZVPD" total_energy_ev=-118474.96405 homo_lumo_gap_ev=8.20 max_force_ev_per_a=2.81
O 2.07209 -4.19773 2.24036
P 1.69062 -3.60361 0.88994
Si -0.21013 -2.45197 1.16973
P -1.88500 -3.89812 0.73647
S -2.89994 -4.25698 2.37889
H 2.72825 -2.84049 0.30214
H 1.37414 -4.69730 0.03307
H -0.40772 -2.03099 2.56598
H -0.25397 -1.26941 0.32739
H -2.71084 -3.47299 -0.32746
H -1.31175 -5.13195 0.32378
O -1.00010 -5.52481 5.45167
H -0.46381 -4.77826 5.72424
H -1.35568 -5.23723 4.60321
O -1.51084 -0.49802 -1.11994
H -1.22062 0.16239 -1.76623
H -2.47600 -0.40420 -1.08825
O 0.03363 1.84457 -2.42277
H 0.56114 2.45069 -1.89369
H 0.43651 1.85910 -3.29902
O 0.49208 1.57099 0.57862
H -0.01718 0.75442 0.52481
H -0.12050 2.20037 0.98852
O 1.72452 -1.09615 4.09169
H 1.62307 -2.05683 4.09761
H 2.60937 -0.94644 4.44314
O 0.95672 0.24470 6.98866
H 1.05925 0.26354 6.02955
H 1.80440 0.55080 7.31752
O -5.46193 -3.18601 0.50483
H -5.14728 -2.28164 0.39548
H -4.92468 -3.52990 1.23804
O 2.62064 1.61123 5.15496
H 3.13933 2.36779 5.46304
H 2.28038 1.90390 4.30303
O -5.52408 -0.93855 2.08220
H -5.85560 -0.07527 2.35041
H -6.31382 -1.49212 2.01885
O -3.29460 -5.24018 -2.23224
H -3.80318 -6.05780 -2.28712
H -3.90281 -4.61712 -1.81356
O -1.22270 1.92574 -5.25371
H -1.74104 1.11810 -5.32635
H -1.83211 2.54994 -4.84317
O 4.10862 -6.17370 2.81586
H 3.72071 -5.32883 3.08030
H 3.34819 -6.76117 2.76068
O -1.73678 3.86367 -7.82596
H -1.57029 3.23831 -7.11055
H -1.35191 4.68822 -7.51064
O -1.83327 -0.26965 8.26635
H -0.93516 -0.03658 7.99131
H -1.92219 0.12523 9.13929
O -4.48037 -8.45726 -1.64285
H -4.57579 -9.41710 -1.63126
H -3.59106 -8.30667 -1.30625
O -4.45607 0.43516 6.40597
H -4.54275 -0.52237 6.39067
H -3.58586 0.57903 6.79626
O 1.19601 5.05588 -8.11846
H 0.96014 5.29478 -9.02257
H 1.26284 4.09480 -8.14072
O 3.69722 6.50325 -8.66758
H 2.81959 6.23745 -8.34760
H 4.21067 6.65900 -7.86402
O 5.33295 0.95842 6.44817
H 5.53400 1.70459 7.02082
H 4.46462 1.16431 6.08215
O -6.78928 -2.73597 4.40987
H -5.90068 -2.54976 4.08378
H -6.82358 -2.30081 5.26752
O -4.42724 -2.09767 8.98335
H -3.53520 -1.85202 8.71318
H -4.53920 -1.71307 9.85963
O -0.88179 -3.59335 -3.84076
H -1.71941 -3.88023 -3.45528
H -0.33069 -3.38694 -3.07993
O 5.44441 4.61196 -7.72088
H 4.71414 4.76361 -8.33703
H 6.14333 4.24828 -8.27193
O -1.36772 -2.77235 5.32347
H -1.14625 -2.40807 6.18843
H -2.32994 -2.77476 5.30687
O 2.98300 9.18989 -7.45833
H 2.94166 9.77844 -8.22208
H 3.19683 8.32833 -7.83953
O 1.74117 3.75212 2.33937
H 1.65200 4.32712 1.57393
H 1.93344 2.88371 1.95650
O -1.33002 3.80657 0.43735
H -1.07398 4.47679 -0.20387
H -2.28482 3.89855 0.51157
O 6.39981 2.22265 -9.43023
H 6.27605 1.27040 -9.46258
H 7.27598 2.33213 -9.03632
O -0.85602 2.60844 3.62818
H 0.02351 2.83920 3.30402
H -0.90396 3.00748 4.50172
O 4.64868 -6.96585 -0.07479
H 5.52161 -6.73602 -0.40457
H 4.60371 -6.54944 0.79783
O 8.51193 2.54646 -7.19794
H 8.65708 1.90756 -6.49487
H 8.89646 3.35869 -6.85002
O -3.68801 -1.39874 -2.30016
H -4.44563 -1.30338 -2.88675
H -2.99228 -1.75784 -2.86440
O -3.67049 1.82070 -3.57476
H -3.46189 2.13980 -2.69020
H -4.63225 1.82796 -3.61361
O -6.45776 -10.36589 -2.95722
H -6.81425 -9.51582 -2.67708
H -7.22723 -10.94001 -3.01653
O -6.24736 -1.94855 11.19626
H -6.72746 -2.77364 11.07727
H -6.88498 -1.35180 11.59903
O 9.34205 3.72488 -4.64207
H 9.94451 3.96279 -3.93078
H 8.46480 3.81005 -4.25366
O 3.40845 11.05513 -9.81607
H 3.92320 11.65523 -9.26604
H 3.84930 11.07673 -10.67062
O 4.10753 4.14752 5.83610
H 4.95669 4.59518 5.77161
H 3.51568 4.80265 6.22039

---

121
Properties=species:S:1:pos:R:3 method="wB97M-V/def2-TZVPD" total_energy_ev=-113664.92842 homo_lumo_gap_ev=6.49 max_force_ev_per_a=0.94 total_charge=+1 e_above_lowest_ev=0.897
Pd 0.12630 0.27933 0.24983
C 2.48256 -1.62307 -1.81619
Si 1.78758 -1.29634 -0.13637
C 3.18112 -0.69373 0.98770
C 4.23805 -1.57391 1.24922
C 5.34789 -1.16543 1.97130
C 5.44265 0.15161 2.40740
C 4.41025 1.03941 2.14762
C 3.26131 0.61585 1.47099
P 1.88932 1.77238 1.09172
C 2.83833 3.12643 0.28224
C 3.71796 2.77709 -0.74692
C 4.48301 3.74091 -1.38382
C 4.37277 5.07541 -1.00738
C 3.49068 5.43427 -0.00153
C 2.72686 4.46521 0.64348
C 1.34236 2.54614 2.65299
C 1.99298 2.47291 3.88062
C 1.49734 3.16869 4.97712
C 0.33959 3.92399 4.86789
C -0.33263 3.98580 3.65352
C 0.16804 3.30155 2.55620
C 1.08000 -2.82403 0.69817
C 1.27303 -4.11772 0.20436
C 0.84433 -5.22317 0.92556
C 0.21786 -5.05159 2.15341
C 0.01744 -3.77392 2.65626
C 0.41908 -2.65816 1.92096
P 0.18488 -0.93422 2.48705
C 0.85382 -0.97236 4.18120
C 0.29807 -0.19057 5.19334
C 0.84289 -0.21232 6.47009
C 1.95797 -0.99404 6.74026
C 2.53585 -1.74801 5.72777
C 1.99147 -1.73331 4.45169
C -1.58547 -0.60596 2.77164
C -2.10450 0.52670 2.14280
C -3.39407 0.96675 2.40286
C -4.19056 0.25256 3.28272
C -3.69781 -0.89281 3.90121
C -2.39740 -1.30768 3.66336
H 2.60316 -2.69977 -1.96632
H 3.46111 -1.14346 -1.89208
H 1.83929 -1.24547 -2.61488
H 4.19187 -2.59713 0.88162
H 6.14922 -1.86513 2.17669
H 6.32612 0.48851 2.93556
H 4.50953 2.07635 2.44619
H 3.81324 1.73683 -1.04430
H 5.16965 3.45276 -2.17023
H 4.97703 5.82984 -1.49581
H 3.39999 6.47229 0.29444
H 2.05196 4.76153 1.43623
H 2.87965 1.86616 3.99955
H 2.01805 3.10854 5.92473
H -0.04334 4.45895 5.72819
H -1.24203 4.56672 3.56182
H -0.34528 3.36865 1.60108
H 1.77191 -4.26938 -0.74607
H 1.00010 -6.21944 0.53091
H -0.11104 -5.91337 2.72135
H -0.44299 -3.65032 3.62895
H -0.56173 0.43544 4.98857
H 0.39440 0.38496 7.25387
H 2.38081 -1.01070 7.73743
H 3.40820 -2.35517 5.93342
H 2.45203 -2.32004 3.66473
H -1.47728 1.10466 1.45583
H -3.77577 1.85547 1.91696
H -5.19805 0.59125 3.49451
H -4.32499 -1.45403 4.58334
H -2.01016 -2.17187 4.18896
C -1.65824 -0.11258 -3.38478
P -1.28444 0.69583 -1.74267
C -0.81293 2.35672 -2.36273
C -1.68331 3.14312 -3.12857
C -1.26826 4.35768 -3.65072
C 0.03512 4.79436 -3.44736
C 0.92503 3.99866 -2.74417
C 0.50016 2.78749 -2.20794
C -2.99162 0.78476 -1.06196
C -3.51038 -0.44802 -0.65185
C -4.82476 -0.55699 -0.23047
C -5.63742 0.57101 -0.18847
C -5.11971 1.80301 -0.55066
C -3.80000 1.91351 -0.98220
P -0.49560 -1.45753 -3.92734
C -0.92166 -1.63119 -5.69689
C -1.94911 -0.96113 -6.35297
C -2.18629 -1.18469 -7.70576
C -1.40379 -2.08299 -8.41479
C -0.37191 -2.75515 -7.77083
C -0.12816 -2.52096 -6.42654
C -1.44217 -2.87341 -3.20588
C -1.36521 -3.08030 -1.82803
C -2.09171 -4.09042 -1.21238
C -2.87594 -4.94564 -1.97384
C -2.94588 -4.76641 -3.34710
C -2.24134 -3.73442 -3.95831
H -1.58961 0.70488 -4.10152
H -2.67215 -0.50366 -3.38280
H -2.68265 2.79535 -3.34933
H -1.95983 4.95952 -4.22823
H 0.36048 5.74316 -3.85758
H 1.95130 4.31679 -2.60768
H 1.19769 2.16402 -1.67591
H -2.88341 -1.33042 -0.67403
H -5.21254 -1.52261 0.07098
H -6.66733 0.48795 0.13581
H -5.74141 2.68884 -0.49833
H -3.40995 2.88836 -1.22814
H -2.58708 -0.26399 -5.82363
H -2.99039 -0.65557 -8.20152
H -1.59291 -2.25564 -9.46725
H 0.24663 -3.45557 -8.31782
H 0.68629 -3.03914 -5.92927
H -0.75641 -2.42062 -1.22154
H -2.04262 -4.21239 -0.13800
H -3.42475 -5.75074 -1.49927
H -3.56048 -5.42420 -3.94977
H -2.33523 -3.59284 -5.02756

---

106
Properties=species:S:1:pos:R:3 method="wB97M-V/def2-TZVPD" total_energy_ev=-44602.17327 homo_lumo_gap_ev=9.59 max_force_ev_per_a=1.13 e_above_lowest_ev=0.000
N 0.65278 0.61611 -0.28813
H 1.44863 0.80898 0.34236
H 0.03181 1.44277 -0.16920
H 0.15784 -0.23555 0.07242
H 0.94975 0.46805 -1.26674
B -0.20047 -1.77472 1.27212
H 0.78853 -2.40754 0.99446
H -0.76696 -1.50873 0.22332
H -0.93512 -2.43580 1.95789
H 0.13690 -0.78074 1.86771
C -3.79462 -3.50399 2.06330
C -4.12874 -2.51878 0.96119
C -5.59081 -2.13769 0.94631
O -3.38367 -1.29964 1.11969
H -4.00818 -3.08202 3.04428
H -2.75139 -3.81717 2.00195
H -4.34889 -4.44017 1.93191
H -3.86177 -2.95903 -0.00951
H -6.20173 -3.03535 0.84286
H -5.81049 -1.43429 0.14144
H -5.88515 -1.63111 1.86980
H -2.43816 -1.49443 0.97962
C 3.99253 -2.06979 0.02712
C 3.71426 -1.58330 -1.37918
C 4.94860 -0.95726 -2.01886
O 3.36482 -2.67977 -2.21646
H 4.82040 -2.78110 -0.04289
H 3.14020 -2.59673 0.45347
H 4.27973 -1.25311 0.69358
H 2.92200 -0.81620 -1.40496
H 5.75154 -1.70165 -1.99678
H 5.27597 -0.07139 -1.47691
H 4.76947 -0.75001 -3.07336
H 2.63463 -3.19054 -1.81186
C -1.98854 1.45902 2.93337
C -2.81504 0.59543 3.87895
C -3.08197 1.29871 5.19224
O -4.10527 0.30334 3.32469
H -0.95747 1.45778 3.30617
H -2.33229 2.49336 2.88753
H -1.96697 1.02678 1.93235
H -2.29960 -0.35771 4.04529
H -3.67798 2.19887 5.01713
H -2.17727 1.55421 5.74475
H -3.70859 0.69119 5.85128
H -3.93987 -0.22465 2.52815
C 1.46618 -5.81847 -2.10491
C 0.64979 -5.04457 -1.09783
C 0.89949 -5.49522 0.33207
O 0.97950 -3.65984 -1.24475
H 1.15865 -6.86043 -2.15724
H 2.53230 -5.75855 -1.86434
H 1.36970 -5.36485 -3.09481
H -0.40985 -5.17993 -1.35004
H 0.77715 -6.57599 0.42891
H 0.18966 -5.00911 1.00577
H 1.90030 -5.21948 0.66686
H 0.56895 -3.16999 -0.50452
C -1.91133 5.05152 0.13319
C -0.59450 4.26600 0.12391
C 0.09842 4.33716 1.45788
O -0.92197 2.88085 -0.10421
H -2.29650 5.17997 -0.87993
H -1.79648 6.04458 0.57025
H -2.63971 4.49615 0.72445
H 0.03707 4.61730 -0.69775
H -0.45033 3.79626 2.22832
H 0.19538 5.36833 1.80886
H 1.12647 3.96623 1.40525
H -1.57306 2.83379 -0.82933
C -4.87689 1.26494 -1.46221
C -3.36653 1.11530 -1.47592
C -2.87691 -0.08977 -2.24574
O -2.77671 2.32485 -2.02451
H -5.40318 0.58822 -0.79249
H -5.25355 1.05064 -2.47535
H -5.17659 2.29007 -1.25055
H -3.01158 1.07337 -0.44371
H -3.47007 -0.96918 -1.99597
H -1.83102 -0.31221 -2.03691
H -2.98862 0.07735 -3.32369
H -2.94994 2.32652 -2.97110
C 1.10333 2.49329 -3.38214
C 1.95089 1.29107 -3.71471
C 3.44369 1.49453 -3.47195
O 1.46863 0.18899 -2.91313
H 1.38954 2.92044 -2.41754
H 0.05348 2.19113 -3.29589
H 1.10281 3.25340 -4.16116
H 1.80700 1.00485 -4.76193
H 3.70315 1.18706 -2.45425
H 3.72071 2.55225 -3.50697
H 4.07671 0.94018 -4.16230
H 1.96634 -0.59842 -3.16655
C 5.10686 1.55588 1.97608
C 3.84280 2.28978 1.54789
C 3.98538 2.98712 0.21950
O 2.73023 1.37461 1.44779
H 5.88034 2.22418 2.35099
H 5.51784 0.98097 1.14569
H 4.86704 0.84570 2.77296
H 3.58428 2.99763 2.34272
H 3.00636 3.16541 -0.23846
H 4.61074 2.49987 -0.52846
H 4.39956 3.99100 0.35730
H 2.68519 0.86262 2.26275